C6H12 | ωB97M-V/def2-TZVPD

Element x y z (Å)
1 C -0.321 -1.968 0.664
2 C -0.486 -0.705 -0.173
3 C 0.820 -0.277 -0.871
4 C 0.724 1.247 -0.970
5 C 0.148 1.620 0.400
6 C -0.926 0.542 0.651
7 H 0.370 -1.790 1.498
8 H 0.090 -2.783 0.057
9 H -1.275 -2.307 1.085
10 H -1.238 -0.904 -0.948
11 H 0.959 -0.782 -1.832
12 H 1.676 -0.543 -0.235
13 H 1.681 1.731 -1.192
14 H 0.020 1.529 -1.764
15 H 0.943 1.545 1.155
16 H -0.248 2.640 0.448
17 H -1.031 0.307 1.717
18 H -1.904 0.897 0.309

Force components x, y, z for each atom (eV/Å):
0.0164 -0.0702 0.0261
-0.0555 0.0560 0.0227
0.0521 -0.0392 -0.0108
0.0207 0.0132 -0.0624
0.0185 0.0466 0.0360
-0.0527 0.0077 0.0264
-0.0861 -0.0143 -0.1170
-0.0660 0.0620 0.0982
0.1409 0.0701 -0.0631
0.0789 0.0515 0.1075
-0.0040 0.1003 0.1024
-0.0905 0.0280 -0.0715
-0.1342 -0.0757 0.0646
0.0757 -0.0383 0.1080
-0.1233 0.0024 -0.1150
0.0427 -0.1721 -0.0196
0.0326 0.0189 -0.1798
0.1340 -0.0469 0.0472

As for the energy: -6416.845 eV. The calculation puts the maximum force at 0.18 eV/A. The total charge is 0. Its spin multiplicity is 1. Its SMILES is CC1CCCC1. Its molecular weight is 84.2 g/mol.

Here are the natural (NBO) charges for atoms 1 to 6, given in e: atom 1 (C): -0.598, atom 2 (C): -0.220, atom 3 (C): -0.399, atom 4 (C): -0.400, atom 5 (C): -0.402, atom 6 (C): -0.406

=====

C6H12 | ωB97M-V/def2-TZVPD

Element x y z (Å)
1 C -1.508 -0.084 0.864
2 C 0.030 0.133 0.952
3 C 0.500 1.575 0.568
4 C 0.698 1.014 -0.905
5 C 0.775 -0.421 -0.285
6 C 0.247 -1.652 -0.987
7 H -1.927 0.263 -0.052
8 H -2.091 0.408 1.666
9 H -1.722 -1.195 0.888
10 H 0.428 -0.235 1.952
11 H 1.427 1.913 1.030
12 H -0.297 2.310 0.627
13 H -0.238 1.191 -1.464
14 H 1.530 1.344 -1.576
15 H 1.791 -0.564 0.133
16 H 0.277 -2.522 -0.334
17 H -0.777 -1.516 -1.251
18 H 0.856 -1.961 -1.825

Force components x, y, z for each atom (eV/Å):
0.4836 -1.1122 1.1013
-0.4204 -0.0822 1.2182
-0.4519 -0.8348 -1.2998
0.2523 -0.0098 -0.0326
0.4708 0.6004 0.5756
0.7410 -0.1663 0.6479
-0.1324 0.4080 -0.8860
0.4990 -0.2728 -0.1651
0.1482 1.1599 0.1899
-0.6236 0.3007 -1.1412
-0.1307 -0.0835 0.1029
0.1857 0.3302 0.2292
0.3184 -0.3217 0.1692
-0.4979 -0.1361 0.7988
-0.1527 -0.1074 -0.7699
-0.0336 -0.0275 0.3787
-0.6754 0.0826 -0.5786
0.0195 0.2725 -0.5386

As for the energy: -6415.753 eV. The calculation puts the maximum force at 1.64 eV/A. The total charge is 0. Its spin multiplicity is 1. Its SMILES is C[C@@H]1CC[C@@H]1C. Its molecular weight is 84.2 g/mol.

Here are the natural (NBO) charges for atoms 1 to 6, given in e: atom 1 (C): -0.623, atom 2 (C): -0.199, atom 3 (C): -0.403, atom 4 (C): -0.401, atom 5 (C): -0.211, atom 6 (C): -0.619

=====

C6H12 | ωB97M-V/def2-TZVPD

Element x y z (Å)
1 C -1.088 -0.639 -1.779
2 C -0.801 -0.820 -0.277
3 C 0.295 0.061 0.350
4 C 1.523 -0.693 0.878
5 C -0.071 1.150 1.328
6 C 0.269 1.514 -0.081
7 H -1.473 0.360 -2.018
8 H -1.859 -1.356 -2.091
9 H -0.206 -0.809 -2.408
10 H -1.743 -0.668 0.266
11 H -0.523 -1.870 -0.118
12 H 1.350 -0.878 1.948
13 H 2.462 -0.134 0.803
14 H 1.660 -1.674 0.415
15 H -1.082 1.215 1.717
16 H 0.709 1.362 2.061
17 H 1.161 2.096 -0.295
18 H -0.586 1.784 -0.699

Force components x, y, z for each atom (eV/Å):
0.0200 0.0240 0.0206
-0.0827 -0.0370 0.1292
-0.0994 -0.0969 0.1978
0.0804 -0.0345 -0.1225
-0.1775 0.0543 0.2046
0.0630 0.0829 -0.1370
0.1066 -0.1823 0.1114
0.1640 0.1070 0.0558
-0.0743 0.0239 0.2175
0.0811 -0.0331 -0.0381
-0.1005 0.1518 0.0657
0.1414 -0.0908 -0.2684
-0.1669 0.0073 -0.1043
0.0603 0.2199 -0.1901
0.0053 0.1711 -0.2014
-0.2966 -0.0798 -0.0596
-0.0187 -0.2243 0.1235
0.2945 -0.0634 -0.0047

As for the energy: -6415.548 eV. The calculation puts the maximum force at 0.32 eV/A. The total charge is 0. Its spin multiplicity is 1. Its SMILES is CCC1(C)CC1. Its molecular weight is 84.2 g/mol.

Here are the natural (NBO) charges for atoms 1 to 6, given in e: atom 1 (C): -0.602, atom 2 (C): -0.390, atom 3 (C): -0.065, atom 4 (C): -0.600, atom 5 (C): -0.411, atom 6 (C): -0.414

=====

C6H12 | ωB97M-V/def2-TZVPD

Element x y z (Å)
1 C 1.622 -0.429 0.982
2 C 1.056 -0.290 -0.396
3 C -0.385 1.484 -0.199
4 C -1.357 0.523 0.505
5 C -1.385 -0.478 -0.610
6 C -0.046 -1.143 -0.873
7 H 0.853 -0.539 1.758
8 H 2.271 0.414 1.247
9 H 2.244 -1.335 1.027
10 H 1.781 0.057 -1.134
11 H -0.961 2.334 -0.584
12 H 0.471 1.935 0.319
13 H -1.034 0.187 1.506
14 H -2.345 0.980 0.631
15 H -2.296 -1.056 -0.803
16 H -0.522 0.875 -1.229
17 H -0.028 -2.044 -0.235
18 H 0.061 -1.475 -1.912

Force components x, y, z for each atom (eV/Å):
-0.0668 -0.0744 0.0217
1.2690 -0.4851 -0.1319
-1.2297 0.7323 -0.9724
-0.1390 0.1615 -0.0267
-0.5270 -1.0538 0.6109
-0.4018 -0.3400 0.1970
0.1366 0.0426 -0.1676
-0.1552 -0.1029 -0.0661
-0.0134 0.1001 0.1014
-0.1991 0.0018 0.0880
-0.1720 0.2632 0.3943
0.0374 -0.4871 -0.3501
-0.0598 -0.0407 -0.3553
0.1270 -0.0906 0.0408
0.1914 0.1026 -0.0115
1.3063 1.2683 0.6241
-0.0555 -0.0735 -0.1595
-0.0485 0.0756 0.1628

As for the energy: -6411.220 eV. The calculation puts the maximum force at 1.92 eV/A. The total charge is 0. Its spin multiplicity is 1. Its molecular weight is 84.2 g/mol.

Here are the natural (NBO) charges for atoms 1 to 6, given in e: atom 1 (C): -0.677, atom 2 (C): -0.081, atom 3 (C): -0.628, atom 4 (C): -0.482, atom 5 (C): -0.178, atom 6 (C): -0.543

=====

C6H12 | ωB97M-V/def2-TZVPD

Element x y z (Å)
1 C -2.617 0.301 0.361
2 C -0.745 0.332 -0.737
3 C 0.286 1.111 -0.024
4 C 1.195 -0.072 -0.510
5 C 2.394 -0.463 0.338
6 C -0.087 -0.972 -0.491
7 H -2.187 0.469 1.341
8 H -2.995 -0.713 0.263
9 H -3.414 1.026 0.180
10 H -1.896 0.537 -0.895
11 H 0.222 1.075 1.074
12 H 0.483 2.136 -0.352
13 H 1.499 0.101 -1.550
14 H 2.859 -1.383 -0.042
15 H 3.152 0.332 0.324
16 H 2.098 -0.634 1.382
17 H -0.216 -1.775 -1.226
18 H -0.223 -1.373 0.526

Force components x, y, z for each atom (eV/Å):
0.5772 -0.1370 0.2052
-3.1515 0.0778 0.6248
0.4695 0.2323 0.0269
0.4446 -0.0627 0.1261
0.0430 -0.0173 0.0305
0.3518 -0.2992 -0.0842
0.1598 -0.0160 0.0506
0.1109 -0.0523 -0.0884
0.2485 0.0482 -0.2560
0.6803 0.1813 -0.6856
0.0344 -0.0201 -0.1253
0.0831 -0.1858 0.0399
-0.0524 -0.0199 0.2303
-0.0934 0.1954 0.0970
-0.1515 -0.1866 0.0192
0.0573 0.0264 -0.2102
0.1352 0.1683 0.1217
0.0532 0.0672 -0.1225

As for the energy: -6411.979 eV. The calculation puts the maximum force at 3.21 eV/A. The total charge is 0. Its spin multiplicity is 1. Its molecular weight is 84.2 g/mol.

Here are the natural (NBO) charges for atoms 1 to 6, given in e: atom 1 (C): -0.689, atom 2 (C): -0.151, atom 3 (C): -0.454, atom 4 (C): -0.185, atom 5 (C): -0.604, atom 6 (C): -0.456

=====

C6H12 | ωB97M-V/def2-TZVPD

Element x y z (Å)
1 C 1.159 0.839 0.869
2 C 0.283 -0.174 0.129
3 C 0.988 -1.535 0.116
4 C -1.243 -0.176 0.517
5 C -1.545 0.722 -0.666
6 C -0.174 0.330 -1.287
7 H 2.140 0.945 0.382
8 H 0.697 1.832 0.905
9 H 1.345 0.514 1.900
10 H 1.967 -1.467 -0.381
11 H 0.405 -2.290 -0.426
12 H 1.170 -1.913 1.131
13 H -1.632 -1.185 0.344
14 H -1.746 0.207 1.412
15 H -1.522 1.782 -0.394
16 H -2.556 0.519 -1.034
17 H 0.425 1.150 -1.707
18 H -0.191 -0.482 -2.025

Force components x, y, z for each atom (eV/Å):
-0.0807 0.0636 0.0440
0.0576 -0.0543 0.0380
-0.0624 -0.0063 0.0102
-0.1099 -0.1008 0.1427
-0.1797 0.1315 -0.0160
0.0127 0.0082 -0.1027
-0.2662 -0.0582 0.0269
0.0204 -0.1169 -0.0098
-0.0964 0.0546 -0.1560
-0.2135 0.0908 0.0838
0.0107 0.1410 0.1011
-0.0934 0.1054 -0.1173
-0.0114 0.0880 -0.0450
0.9212 -0.2363 0.5316
0.0152 -0.1354 0.1077
0.4475 0.0597 -0.9298
-0.1939 -0.1419 0.0843
-0.1779 0.1074 0.2061

As for the energy: -6415.815 eV. The calculation puts the maximum force at 1.09 eV/A. The total charge is 0. Its spin multiplicity is 1. Its SMILES is CC1(C)CCC1. Its molecular weight is 84.2 g/mol.

Here are the natural (NBO) charges for atoms 1 to 6, given in e: atom 1 (C): -0.606, atom 2 (C): -0.029, atom 3 (C): -0.605, atom 4 (C): -0.406, atom 5 (C): -0.405, atom 6 (C): -0.402

=====

C6H12 | ωB97M-V/def2-TZVPD

Element x y z (Å)
1 C -0.199 -0.991 2.805
2 C 0.469 -0.415 1.589
3 C -0.218 0.235 0.661
4 C 0.364 1.115 -0.399
5 C 0.642 0.453 -1.754
6 C -0.647 -0.159 -2.317
7 H -1.029 -1.644 2.546
8 H -0.657 -0.212 3.420
9 H 0.436 -1.633 3.417
10 H 1.548 -0.309 1.630
11 H -1.294 0.165 0.675
12 H -0.236 1.999 -0.626
13 H 1.297 1.567 -0.034
14 H 1.018 1.230 -2.427
15 H 1.423 -0.304 -1.724
16 H -0.721 -1.182 -1.955
17 H -0.610 -0.270 -3.404
18 H -1.587 0.353 -2.104

Force components x, y, z for each atom (eV/Å):
-0.4214 -0.7811 0.0575
-0.0728 0.7614 0.6152
0.0278 0.1131 -0.3139
1.2896 0.2973 -0.3096
-0.7690 0.5214 -0.2658
0.3387 -0.7505 -0.6840
-0.2217 -0.0668 -0.3044
0.3687 0.0192 0.0807
0.2311 0.3302 0.0174
0.0757 -0.0690 -0.1442
-0.3567 -0.0736 0.0816
-0.5044 -0.1989 0.2741
0.0123 -0.2943 0.0689
-0.0621 0.0045 0.0065
0.0000 -0.1228 0.2882
-0.3133 -0.0728 0.2395
0.1241 0.1364 0.0154
0.2533 0.2463 0.2768

As for the energy: -6415.823 eV. The calculation puts the maximum force at 1.36 eV/A. The total charge is 0. Its spin multiplicity is 1. Its SMILES is C/C=C/CCC. Its molecular weight is 84.2 g/mol.

Here are the natural (NBO) charges for atoms 1 to 6, given in e: atom 1 (C): -0.650, atom 2 (C): -0.185, atom 3 (C): -0.182, atom 4 (C): -0.434, atom 5 (C): -0.382, atom 6 (C): -0.620

=====

C6H12AgBIO2 | ωB97M-V/def2-TZVPD

Element x y z (Å)
1 O 1.509 -0.878 2.951
2 C 0.514 -1.227 2.417
3 O -0.648 -0.506 2.405
4 C -0.598 0.804 1.794
5 C -1.411 0.811 0.491
6 B -1.102 -0.469 -0.328
7 C 0.166 -0.874 -1.113
8 C 0.695 0.190 -2.106
9 C 1.460 1.340 -1.469
10 I 3.188 0.695 -0.396
11 H 0.418 -2.183 1.877
12 H 0.443 1.099 1.640
13 H -1.039 1.509 2.497
14 H -1.156 1.720 -0.065
15 H -2.473 0.882 0.736
16 H -2.060 -1.311 -0.262
17 H 0.975 -1.054 -0.383
18 H 0.034 -1.823 -1.638
19 H -0.129 0.622 -2.687
20 H 1.343 -0.315 -2.825
21 H 0.864 1.896 -0.749
22 H 1.814 2.038 -2.223
23 Ag -2.805 -2.968 -0.567

Force components x, y, z for each atom (eV/Å):
0.3515 0.1850 -0.0611
-0.0730 0.0943 0.1974
-0.2314 -0.3623 -0.8416
0.1595 0.3736 0.3665
-0.3185 0.0708 0.0857
0.2793 0.0023 0.0367
-0.0691 -0.0489 -0.1896
0.0532 0.0463 0.0264
-0.0944 0.0237 -0.0053
0.0374 -0.0117 0.0295
-0.1635 -0.0838 0.2362
-0.0189 -0.1360 -0.0246
0.0549 -0.0477 0.0315
0.0265 -0.0768 -0.0067
0.0449 0.0056 0.0229
-0.1334 -0.1409 -0.0044
-0.0786 -0.0117 0.0080
0.0515 0.0292 -0.0019
0.0231 -0.0356 0.0296
-0.0082 0.0363 0.0318
0.0160 -0.0108 -0.0302
0.0088 -0.0512 0.0037
0.0823 0.1504 0.0595

As for the energy: -23278.770 eV. The calculation puts the maximum force at 0.95 eV/A. The total charge is +1. Its spin multiplicity is 1. Its molecular weight is 361.7 g/mol.

Here are the natural (NBO) charges for atoms 1 to 6, given in e: atom 1 (O): -0.491, atom 2 (C): 0.649, atom 3 (O): -0.564, atom 4 (C): -0.050, atom 5 (C): -0.868, atom 6 (B): 0.892